Density functional theory data (ωB97M-V/def2-TZVPD) for a 18-piece molecular cluster, C67H98O54 overall at a distorted geometry.

## Properties
- HOMO-LUMO gap: 9.506 eV
- E_tot: -6674.772642 Eh
- HOMO: -10.45 eV
- Energy above the lowest of the compared OMol25 structures with the same formula, charge and spin: 47.9 kcal per mole
- Molecular weight: 1767.47 g/mol

Each atom is followed by the atoms it is bonded to, with distances in Å.
Positions of all 219 atoms, in Å:
1 C 14.765 18.946 -3.216  C2 1.512, O6 1.370, H7 1.090, H8 1.090
2 C 13.280 18.662 -3.187  C1 1.512, O3 1.395, H9 1.090, H10 1.090
3 O 13.185 17.682 -2.198  C2 1.395, C4 1.364
4 C 14.429 17.218 -1.885  O3 1.364, O5 1.246, O6 1.371
5 O 14.592 16.204 -1.178  C4 1.246
6 O 15.381 17.879 -2.616  C1 1.370, C4 1.371
7 H 15.070 19.883 -2.749  C1 1.090
8 H 15.075 18.990 -4.260  C1 1.090
9 H 13.041 18.276 -4.178  C2 1.090
10 H 12.718 19.590 -3.082  C2 1.090
11 C 18.161 20.890 -2.106  C12 1.588, O16 1.402, H17 1.090, H18 1.090
12 C 17.473 22.235 -2.595  C11 1.588, O13 1.410, H19 1.090, H20 1.090
13 O 18.098 23.148 -1.721  C12 1.410, C14 1.327
14 C 18.876 22.540 -0.834  O13 1.327, O15 1.241, O16 1.341
15 O 19.576 23.102 0.024  C14 1.241
16 O 19.117 21.260 -1.150  C11 1.402, C14 1.341
17 H 18.558 20.371 -2.978  C11 1.090
18 H 17.473 20.175 -1.654  C11 1.090
19 H 16.386 22.286 -2.527  C12 1.090
20 H 17.857 22.407 -3.601  C12 1.090
21 C 16.297 14.060 -4.181  C22 1.546, O26 1.387, H27 1.090, H28 1.090
22 C 16.948 14.604 -2.889  C21 1.546, O23 1.338, H29 1.090, H30 1.090
23 O 18.138 14.000 -2.791  C22 1.338, C24 1.269
24 C 18.102 12.914 -3.446  O23 1.269, O25 1.253, O26 1.359
25 O 18.925 11.988 -3.262  C24 1.253
26 O 17.099 12.943 -4.363  C21 1.387, C24 1.359
27 H 16.371 14.917 -4.850  C21 1.090
28 H 15.255 13.777 -4.028  C21 1.090
29 H 16.358 14.421 -1.992  C22 1.090
30 H 17.062 15.667 -3.099  C22 1.090
31 C 18.020 12.022 -7.071  C32 1.547, O36 1.353, H37 1.090, H38 1.090
32 C 18.580 13.255 -7.818  C31 1.547, O33 1.438, H39 1.090, H40 1.090
33 O 19.319 12.662 -8.900  C32 1.438, C34 1.354
34 C 19.074 11.331 -8.874  O33 1.354, O35 1.229, O36 1.296
35 O 19.472 10.612 -9.788  C34 1.229
36 O 18.238 11.007 -7.939  C31 1.353, C34 1.296
37 H 17.024 12.165 -6.653  C31 1.090
38 H 18.641 11.978 -6.176  C31 1.090
39 H 19.135 13.845 -7.089  C32 1.090
40 H 17.835 13.845 -8.352  C32 1.090
41 C 11.444 13.499 -5.839  C42 1.501, O46 1.447, H47 1.090, H48 1.090
42 C 12.077 14.253 -4.705  C41 1.501, O43 1.377, H49 1.090, H50 1.090
43 O 13.216 14.827 -5.222  C42 1.377, C44 1.398
44 C 13.519 14.216 -6.442  O43 1.398, O45 1.223, O46 1.374
45 O 14.500 14.470 -7.128  C44 1.223
46 O 12.532 13.321 -6.777  C41 1.447, C44 1.374
47 H 10.647 14.017 -6.372  C41 1.090
48 H 11.148 12.470 -5.637  C41 1.090
49 H 12.422 13.571 -3.928  C42 1.090
50 H 11.501 15.059 -4.250  C42 1.090
51 C 17.628 13.318 1.383  C52 1.535, H58 1.090, H59 1.090, H60 1.090
52 C 17.279 14.602 2.147  C51 1.535, C53 1.497, O57 1.408, H61 1.090
53 C 15.987 15.198 1.678  C52 1.497, O54 1.421, H62 1.090, H63 1.090
54 O 15.174 15.168 2.842  C53 1.421, C55 1.339
55 C 15.816 14.697 3.919  O54 1.339, O56 1.216, O57 1.367
56 O 15.332 14.627 5.032  C55 1.216
57 O 17.037 14.257 3.490  C52 1.408, C55 1.367
58 H 16.734 12.829 0.995  C51 1.090
59 H 18.242 12.610 1.938  C51 1.090
60 H 18.205 13.696 0.539  C51 1.090
61 H 18.095 15.324 2.184  C52 1.090
62 H 15.520 14.566 0.923  C53 1.090
63 H 16.200 16.189 1.277  C53 1.090
64 C 19.918 9.262 -2.257  C65 1.530, H71 1.090, H72 1.090, H73 1.090
65 C 20.638 8.173 -1.460  C64 1.530, C66 1.564, O70 1.404, H74 1.090
66 C 20.661 6.773 -2.156  C65 1.564, O67 1.417, H75 1.090, H76 1.090
67 O 21.980 6.294 -1.961  C66 1.417, C68 1.298
68 C 22.763 7.301 -1.721  O67 1.298, O69 1.203, O70 1.351
69 O 23.949 7.185 -1.552  C68 1.203
70 O 22.023 8.401 -1.460  C65 1.404, C68 1.351
71 H 20.082 10.105 -1.586  C64 1.090
72 H 18.860 9.088 -2.450  C64 1.090
73 H 20.359 9.504 -3.225  C64 1.090
74 H 20.393 8.017 -0.409  C65 1.090
75 H 20.380 6.852 -3.206  C66 1.090
76 H 19.878 6.248 -1.609  C66 1.090
77 C 14.403 11.109 -4.928  C78 1.544, H84 1.090, H85 1.090, H86 1.090
78 C 14.441 9.719 -5.600  C77 1.544, C79 1.549, O83 1.440, H87 1.090
79 C 15.838 9.051 -5.641  C78 1.549, O80 1.356, H88 1.090, H89 1.090
80 O 15.526 7.732 -5.648  C79 1.356, C81 1.301
81 C 14.392 7.518 -5.047  O80 1.301, O82 1.221, O83 1.312
82 O 13.969 6.422 -4.712  C81 1.221
83 O 13.787 8.667 -4.865  C78 1.440, C81 1.312
84 H 13.442 11.403 -4.508  C77 1.090
85 H 14.763 11.985 -5.468  C77 1.090
86 H 14.926 11.193 -3.975  C77 1.090
87 H 13.989 9.714 -6.591  C78 1.090
88 H 16.459 9.397 -4.815  C79 1.090
89 H 16.213 9.289 -6.637  C79 1.090
90 C 13.631 14.297 -11.770  C91 1.520, H97 1.090, H98 1.090, H99 1.090
91 C 14.530 14.663 -10.600  C90 1.520, C92 1.547, O96 1.417, H100 1.090
92 C 15.214 13.396 -10.034  C91 1.547, O93 1.415, H101 1.090, H102 1.090
93 O 16.571 13.694 -10.304  C92 1.415, C94 1.326
94 C 16.771 14.795 -11.015  O93 1.326, O95 1.194, O96 1.374
95 O 17.787 15.123 -11.550  C94 1.194
96 O 15.565 15.430 -11.190  C91 1.417, C94 1.374
97 H 12.662 14.068 -11.326  C90 1.090
98 H 13.897 13.413 -12.351  C90 1.090
99 H 13.404 15.135 -12.428  C90 1.090
100 H 13.913 15.213 -9.890  C91 1.090
101 H 14.932 12.414 -10.414  C92 1.090
102 H 15.032 13.233 -8.972  C92 1.090
103 C 11.770 18.048 -6.817  C104 1.588, H110 1.090, H111 1.090, H112 1.090
104 C 10.215 17.942 -6.513  C103 1.588, C105 1.584, O109 1.341, H113 1.090
105 C 9.486 19.344 -6.404  C104 1.584, O106 1.388, H114 1.090, H115 1.090
106 O 8.421 19.178 -7.279  C105 1.388, C107 1.314
107 C 8.536 18.079 -7.990  O106 1.314, O108 1.240, O109 1.370
108 O 7.770 17.667 -8.873  C107 1.240
109 O 9.620 17.359 -7.564  C104 1.341, C107 1.370
110 H 12.067 18.365 -7.816  C103 1.090
111 H 12.284 17.116 -6.582  C103 1.090
112 H 12.227 18.759 -6.128  C103 1.090
113 H 10.058 17.246 -5.689  C104 1.090
114 H 10.096 20.238 -6.532  C105 1.090
115 H 9.123 19.443 -5.381  C105 1.090
116 C 12.239 13.599 1.069  C117 1.583, H123 1.090, H124 1.090, H125 1.090
117 C 12.545 12.335 0.167  C116 1.583, C118 1.527, O122 1.361, H126 1.090
118 C 12.275 12.663 -1.300  C117 1.527, O119 1.391, H127 1.090, H128 1.090
119 O 13.431 12.389 -2.024  C118 1.391, C120 1.263
120 C 14.369 12.217 -1.197  O119 1.263, O121 1.226, O122 1.335
121 O 15.551 12.033 -1.464  C120 1.226
122 O 13.899 12.251 0.052  C117 1.361, C120 1.335
123 H 12.866 14.417 0.714  C116 1.090
124 H 12.418 13.394 2.125  C116 1.090
125 H 11.234 14.005 0.952  C116 1.090
126 H 12.094 11.402 0.504  C117 1.090
127 H 11.910 13.651 -1.577  C118 1.090
128 H 11.461 11.981 -1.545  C118 1.090
129 C 21.685 9.945 -6.464  C130 1.540, H136 1.090, H137 1.090, H138 1.090
130 C 23.031 9.314 -6.867  C129 1.540, C131 1.548, O135 1.409, H139 1.090
131 C 22.852 7.786 -7.032  C130 1.548, O132 1.412, H140 1.090, H141 1.090
132 O 23.278 7.492 -8.345  C131 1.412, C133 1.334
133 C 23.827 8.583 -8.883  O132 1.334, O134 1.250, O135 1.349
134 O 24.540 8.625 -9.908  C133 1.250
135 O 23.273 9.619 -8.221  C130 1.409, C133 1.349
136 H 21.790 10.973 -6.809  C129 1.090
137 H 21.599 9.897 -5.379  C129 1.090
138 H 20.760 9.705 -6.988  C129 1.090
139 H 23.883 9.536 -6.224  C130 1.090
140 H 21.829 7.440 -6.881  C131 1.090
141 H 23.537 7.333 -6.315  C131 1.090
142 C 22.387 13.355 -4.194  C143 1.486, H149 1.090, H150 1.090, H151 1.090
143 C 22.746 14.642 -4.844  C142 1.486, C144 1.518, O148 1.409, H152 1.090
144 C 23.404 14.554 -6.209  C143 1.518, O145 1.410, H153 1.090, H154 1.090
145 O 22.487 15.207 -7.058  C144 1.410, C146 1.354
146 C 21.428 15.737 -6.401  O145 1.354, O147 1.243, O148 1.352
147 O 20.480 16.355 -6.915  C146 1.243
148 O 21.633 15.471 -5.092  C143 1.409, C146 1.352
149 H 21.862 13.492 -3.249  C142 1.090
150 H 23.107 12.571 -3.960  C142 1.090
151 H 21.676 12.990 -4.935  C142 1.090
152 H 23.450 15.194 -4.220  C143 1.090
153 H 23.530 13.507 -6.485  C144 1.090
154 H 24.375 15.044 -6.282  C144 1.090
155 C 16.980 17.832 -7.887  C156 1.568, H162 1.090, H163 1.090, H164 1.090
156 C 15.660 17.838 -8.732  C155 1.568, C157 1.449, O161 1.381, H165 1.090
157 C 14.692 18.836 -8.324  C156 1.449, O158 1.390, H166 1.090, H167 1.090
158 O 13.978 19.113 -9.484  C157 1.390, C159 1.371
159 C 14.855 18.824 -10.497  O158 1.371, O160 1.228, O161 1.345
160 O 14.743 19.211 -11.657  C159 1.228
161 O 15.931 18.150 -10.050  C156 1.381, C159 1.345
162 H 17.496 18.792 -7.878  C155 1.090
163 H 17.654 17.069 -8.277  C155 1.090
164 H 16.786 17.661 -6.828  C155 1.090
165 H 15.281 16.817 -8.678  C156 1.090
166 H 15.226 19.706 -7.942  C157 1.090
167 H 14.091 18.288 -7.598  C157 1.090
168 C 21.300 17.892 -2.762  C169 1.554, H175 1.090, H176 1.090, H177 1.090
169 C 20.155 16.971 -2.257  C168 1.554, C170 1.519, O174 1.452, H178 1.090
170 C 20.527 16.050 -1.108  C169 1.519, O171 1.452, H179 1.090, H180 1.090
171 O 19.279 15.949 -0.372  C170 1.452, C172 1.309
172 C 18.638 17.068 -0.593  O171 1.309, O173 1.227, O174 1.290
173 O 17.647 17.435 0.030  C172 1.227
174 O 19.115 17.735 -1.589  C169 1.452, C172 1.290
175 H 21.789 18.443 -1.960  C168 1.090
176 H 20.874 18.665 -3.402  C168 1.090
177 H 21.932 17.341 -3.458  C168 1.090
178 H 19.715 16.435 -3.097  C169 1.090
179 H 21.115 16.607 -0.378  C170 1.090
180 H 20.967 15.087 -1.368  C170 1.090
181 C 21.259 12.448 0.404  C182 1.506, H188 1.090, H189 1.090, H190 1.090
182 C 22.727 12.456 0.740  C181 1.506, C183 1.589, O187 1.430, H191 1.090
183 C 23.574 11.228 0.193  C182 1.589, O184 1.377, H192 1.090, H193 1.090
184 O 24.769 11.826 -0.139  C183 1.377, C185 1.339
185 C 24.640 13.158 -0.188  O184 1.339, O186 1.210, O187 1.326
186 O 25.558 13.851 -0.563  C185 1.210
187 O 23.432 13.565 0.176  C182 1.430, C185 1.326
188 H 20.978 12.470 -0.649  C181 1.090
189 H 20.829 13.426 0.620  C181 1.090
190 H 20.801 11.617 0.940  C181 1.090
191 H 22.888 12.591 1.809  C182 1.090
192 H 22.908 10.830 -0.571  C183 1.090
193 H 23.634 10.444 0.947  C183 1.090
194 C 16.733 9.787 0.253  C195 1.507, H201 1.090, H202 1.090, H203 1.090
195 C 16.413 8.322 0.403  C194 1.507, C196 1.514, O200 1.409, H204 1.090
196 C 15.096 7.870 -0.193  C195 1.514, O197 1.461, H205 1.090, H206 1.090
197 O 15.528 7.372 -1.497  C196 1.461, C198 1.321
198 C 16.848 7.335 -1.515  O197 1.321, O199 1.260, O200 1.323
199 O 17.455 6.775 -2.467  C198 1.260
200 O 17.389 7.633 -0.344  C195 1.409, C198 1.323
201 H 15.987 10.395 0.765  C194 1.090
202 H 16.819 10.206 -0.749  C194 1.090
203 H 17.707 9.943 0.717  C194 1.090
204 H 16.569 8.154 1.469  C195 1.090
205 H 14.429 8.713 -0.369  C196 1.090
206 H 14.557 7.130 0.399  C196 1.090
207 C 17.143 7.337 -9.814  C208 1.525, H214 1.090, H215 1.090, H216 1.090
208 C 17.863 6.543 -8.730  C207 1.525, C209 1.551, O213 1.403, H217 1.090
209 C 19.384 6.280 -8.887  C208 1.551, O210 1.451, H218 1.090, H219 1.090
210 O 19.810 6.547 -7.525  C209 1.451, C211 1.308
211 C 18.928 7.251 -6.864  O210 1.308, O212 1.227, O213 1.350
212 O 19.110 7.790 -5.777  C211 1.227
213 O 17.781 7.329 -7.571  C208 1.403, C211 1.350
214 H 17.103 6.787 -10.755  C207 1.090
215 H 17.774 8.198 -10.037  C207 1.090
216 H 16.126 7.662 -9.596  C207 1.090
217 H 17.374 5.585 -8.553  C208 1.090
218 H 19.923 6.964 -9.542  C209 1.090
219 H 19.571 5.265 -9.239  C209 1.090

Löwdin atomic charge list, values in e, 8 entries:
1 C -0.166
2 C -0.129
3 O 0.076
4 C -0.440
5 O 0.111
6 O 0.070
7 H 0.126
8 H 0.133